[1]
The following is a quantum chemistry calculation of a cluster of 2 separate species, C3H6N2O4 in total in a non-equilibrium geometry, from the OMol25 dataset.

The calculation puts the HOMO-LUMO gap (alpha / beta) at 8.400 / 8.396 eV. For the LUMO energy (alpha / beta), the calculation gives -1.00 / -1.00 eV.

Each line ends with the Löwdin charge.
Atoms and positions in Å:
C (-0.66636, -0.58394, 1.55683)  0.0249
C (2.24120, -0.19027, -1.09883)  -0.0497
C (-0.91743, 0.09032, 0.22538)  -0.2120
N (-1.75266, -0.28716, -0.71719)  -0.0715
N (-0.14153, 1.24583, -0.00207)  -0.3855
O (-2.52330, -1.22759, -0.68792)  0.0140
O (0.85474, 1.39753, 0.75026)  0.0305
O (-0.33381, 1.89752, -0.96379)  0.1060
O (1.07633, -0.40994, -1.40401)  -0.0228
H (0.24097, -1.11021, 1.48806)  0.0722
H (-1.51557, -1.17418, 1.92548)  0.0986
H (-0.50145, 0.14493, 2.28842)  0.0616
H (2.45292, -0.35040, -0.08009)  0.0680
H (2.94696, 0.27010, -1.73706)  0.0816
H (-1.46101, 0.28748, -1.54344)  0.1840

[2]
The following is a quantum chemistry calculation of an isolated molecule of C3H6N2O4 in a non-equilibrium geometry, from the OMol25 dataset.

The calculation puts the HOMO-LUMO gap at 10.559 eV. The SMILES is NC(=O)C(O)(O)C(N)=O. For the LUMO energy, the calculation gives 0.58 eV.

Each line ends with the Löwdin charge.
Atoms and positions in Å:
C (1.27152, -0.20601, -0.29781)  -0.4770
C (-1.32244, -0.32785, -0.19586)  -0.4196
C (0.06067, 0.41570, 0.31167)  -0.4042
N (1.42695, -1.56011, -0.28363)  0.1809
N (-2.04420, 0.52315, -0.94638)  0.1887
O (2.13836, 0.47223, -0.80494)  0.0916
O (-1.53277, -1.48483, 0.06032)  0.1083
O (0.17434, 1.82888, 0.07939)  0.0361
O (0.28925, 0.04033, 1.64259)  0.0727
H (1.19163, -1.97854, 0.60373)  0.1056
H (2.28993, -1.94920, -0.64907)  0.1183
H (-1.62708, 1.32847, -1.34075)  0.0940
H (-3.03117, 0.58671, -0.80668)  0.1134
H (1.07243, 2.01535, 0.37528)  0.1024
H (-0.35743, 0.29574, 2.25211)  0.0890

[3]
The following is a quantum chemistry calculation of a cluster of 2 separate species, C3H6N2O5S in total in a non-equilibrium geometry, from the OMol25 dataset.

The calculation puts the HOMO-LUMO gap (alpha / beta) at 6.177 / 6.767 eV. For the LUMO energy (alpha / beta), the calculation gives 6.15 / 6.19 eV. The charge is -2.

Each line ends with the Löwdin charge.
Atoms and positions in Å:
C (-0.79071, 2.11536, 0.52406)  -0.8279
C (0.94511, -0.10001, -1.55881)  -0.0811
C (1.52250, 0.02727, 0.78531)  -0.0978
N (-0.57431, 0.82936, -0.08289)  0.0664
N (0.61572, 0.39153, -0.25591)  -0.3494
O (0.25106, 2.76087, 0.30418)  -0.1025
O (-2.03620, -2.53551, -0.91916)  -0.5389
O (-1.88870, 2.46762, 0.95466)  -0.0716
O (-3.43074, -1.60140, 0.86204)  -0.5021
O (-1.07746, -2.18489, 1.35414)  -0.4974
S (-2.02690, -1.65293, 0.33938)  0.5229
H (2.07792, -0.33027, -1.45243)  0.0909
H (0.22045, -0.88000, -1.90844)  0.0752
H (0.79417, 0.77812, -2.29428)  0.0909
H (1.58307, -1.02467, 1.02879)  0.0617
H (2.51143, 0.30379, 0.55649)  0.0349
H (1.30359, 0.63575, 1.76289)  0.1256

[4]
The following is a quantum chemistry calculation of a structure of composition C3H6N2OS in a non-equilibrium geometry, from the OMol25 dataset.

The calculation puts the HOMO-LUMO gap at 9.354 eV. For the LUMO energy, the calculation gives 0.46 eV.

Each line ends with the Löwdin charge.
Atoms and positions in Å:
C (2.10203, 0.55458, 1.38628)  -0.6053
C (-0.36894, 1.06901, 0.31377)  -0.4868
C (-0.90267, -1.84173, -1.48928)  -0.3161
H (1.94611, -0.40511, 2.17615)  0.1123
H (2.32330, -0.03656, 0.37592)  0.0668
H (3.21558, 0.99275, 1.48464)  0.0801
H (-1.66694, 1.36950, 0.54592)  0.1754
H (-2.21389, -0.17327, -1.02662)  0.1757
H (0.15654, -2.26230, -1.31328)  0.1464
N (-0.19493, -0.12797, -0.17417)  -0.0981
N (-1.39645, -0.80806, -0.64884)  -0.0196
O (-1.64980, -2.51215, -2.22636)  -0.0238
S (0.97467, 1.77958, 1.25404)  0.7932

These records have relative energy (zero: lowest compared OMol25 entry of this formula, charge and spin) values of 788.6; 146.1; 171.4; 455.5 kJ/mol, in the order they appear.